Record 1
Entry from the Open Molecules 2025 dataset: a single CH5N2 molecule at a distorted geometry (ωB97M-V with the def2-TZVPD basis set).

Positions of all 8 atoms, in Å:
N1 0.149 -0.683 1.018
C1 0.448 -0.139 -0.226
N2 -0.419 0.755 -0.784
H1 -0.814 -0.867 1.230
H2 0.852 -1.133 1.565
H3 1.442 -0.081 -0.661
H4 -0.272 1.278 -1.625
H5 -1.386 0.869 -0.517

Values from the calculation:
Molar mass   45.065 g/mol
HOMO level (alpha / beta)   -4.7 / -9.1 eV
E_tot   -4096.2505 eV
<S²>   0.753
Spin multiplicity   2
HOMO-LUMO gap (alpha / beta)   6.01 / 10.32 eV



Record 2
Entry from the Open Molecules 2025 dataset: 2 unconnected molecules or ions with the total composition CH5N2O at a distorted geometry (ωB97M-V with the def2-TZVPD basis set).

Positions of all 9 atoms, in Å:
C1 -0.448 0.179 -0.333
N1 -0.550 -1.034 -0.778
N2 0.474 0.556 0.519
O1 0.883 1.780 0.855
H1 -1.310 0.804 -0.745
H2 -1.429 -1.395 -1.146
H3 0.105 -1.814 -0.665
H4 1.372 -0.905 0.499
H5 0.903 1.829 1.794

Values from the calculation:
Molar mass   61.064 g/mol
HOMO level (alpha / beta)   -15.6 / -15.6 eV
E_tot   -6133.7091 eV
HOMO-LUMO gap (alpha / beta)   9.13 / 9.13 eV
Total charge   +1
Energy above the lowest of the compared OMol25 structures with the same formula, charge and spin   123.89 kcal/mol



Record 3
Entry from the Open Molecules 2025 dataset: 2 unconnected molecules or ions with the total composition CH5N2O2 at a distorted geometry (ωB97M-V with the def2-TZVPD basis set).

Positions of all 10 atoms, in Å:
C1 -1.356 -0.351 0.711
N1 0.307 0.059 -1.142
N2 -1.523 0.764 0.143
O1 2.132 0.445 0.613
O2 -0.710 1.013 -0.844
H1 -1.906 -0.573 1.660
H2 -0.587 -0.965 0.338
H3 1.590 0.572 -0.229
H4 2.018 -0.532 0.712
H5 0.036 -0.432 -1.961

Values from the calculation:
Molar mass   77.063 g/mol
HOMO level   -2.7 eV
E_tot   -8189.5591 eV
HOMO-LUMO gap   7.31 eV
Total charge   -1
Energy above the lowest of the compared OMol25 structures with the same formula, charge and spin   139.79 kcal/mol